1.
The following is a quantum chemistry calculation of a cluster of 29 separate species, C37H104N29O56 in total, from OMol25.

Last column: Löwdin charge in e.
Atoms and positions in Å:
C  -1.232  1.962  -2.589  -0.037
C  -1.745  1.155  -1.301  -0.177
C  -0.694  0.873  -0.267  -0.130
N  -0.668  -0.472  0.427  -0.182
C  0.192  -0.402  1.663  -0.110
C  0.294  -1.749  2.364  -0.139
C  -1.176  -2.096  2.768  -0.133
C  -2.220  -2.133  1.607  -0.141
C  -2.149  -0.901  0.764  -0.077
C  -0.160  -1.511  -0.583  0.053
H  -0.211  1.607  -2.848  0.073
H  -1.126  3.031  -2.514  0.028
H  -1.963  1.757  -3.361  0.058
H  -2.178  0.295  -1.765  0.056
H  -2.587  1.660  -0.795  0.105
H  -0.698  1.672  0.459  0.107
H  0.272  0.938  -0.663  0.108
H  -0.219  0.417  2.271  0.117
H  1.148  -0.117  1.187  0.126
H  0.929  -1.678  3.299  0.110
H  0.760  -2.452  1.709  0.061
H  -1.478  -1.421  3.560  0.098
H  -1.218  -3.025  3.256  0.084
H  -3.207  -2.266  1.955  0.072
H  -1.910  -3.001  1.014  0.110
H  -2.489  -0.070  1.356  0.099
H  -2.796  -0.954  -0.100  0.115
H  -0.286  -2.548  -0.222  0.111
H  0.853  -1.315  -0.781  0.082
H  -0.631  -1.390  -1.548  0.071
C  5.223  -2.478  1.248  0.091
N  3.761  -2.141  1.211  -0.400
O  3.283  -1.490  2.105  0.056
O  3.138  -2.525  0.231  0.046
H  5.742  -1.585  1.650  0.103
H  5.467  -2.808  0.283  0.065
H  5.276  -3.238  1.981  0.092
C  4.314  6.043  -5.257  0.057
N  3.312  5.088  -5.744  -0.411
O  3.654  3.914  -5.631  0.021
O  2.285  5.462  -6.278  0.084
H  4.719  6.479  -6.125  0.092
H  4.969  5.611  -4.524  0.105
H  3.833  6.936  -4.881  0.104
C  1.330  0.700  4.695  0.053
N  1.909  2.067  4.799  -0.391
O  1.237  3.068  4.544  0.031
O  3.088  2.169  5.070  0.057
H  1.929  0.352  3.895  0.076
H  0.276  0.790  4.571  0.092
H  1.510  0.206  5.664  0.071
C  0.153  2.593  -6.479  0.051
N  -1.221  2.865  -6.908  -0.431
O  -1.920  3.402  -6.073  0.050
O  -1.543  2.576  -8.054  0.056
H  0.002  1.629  -6.063  0.061
H  0.452  3.203  -5.690  0.076
H  0.702  2.580  -7.415  0.117
C  -2.621  -5.988  4.564  0.058
N  -3.608  -5.791  5.680  -0.433
O  -3.273  -5.765  6.858  0.055
O  -4.721  -5.659  5.265  0.062
H  -3.127  -5.589  3.726  0.056
H  -2.419  -7.069  4.415  0.117
H  -1.686  -5.475  4.827  0.084
C  0.032  -1.852  -4.039  0.038
N  -0.790  -2.830  -4.760  -0.378
O  -1.316  -3.766  -4.135  0.046
O  -0.964  -2.634  -5.957  0.053
H  0.540  -1.313  -4.822  0.064
H  0.783  -2.375  -3.414  0.097
H  -0.673  -1.281  -3.470  0.059
C  1.760  0.443  9.924  0.037
N  2.084  0.427  8.515  -0.417
O  3.037  -0.319  8.185  0.026
O  1.504  1.142  7.722  0.068
H  2.466  -0.270  10.364  0.110
H  0.761  0.189  10.096  0.084
H  2.088  1.374  10.397  0.116
C  2.920  -2.843  5.500  0.072
N  2.666  -4.339  5.633  -0.417
O  1.659  -4.657  6.255  0.051
O  3.473  -5.067  5.142  0.079
H  2.041  -2.291  5.832  0.056
H  3.093  -2.638  4.476  0.059
H  3.738  -2.551  6.103  0.088
C  6.416  1.193  0.159  0.025
N  6.528  2.393  -0.661  -0.422
O  5.974  3.433  -0.399  0.072
O  7.176  2.236  -1.718  0.029
H  6.221  1.427  1.163  0.051
H  7.421  0.722  0.106  0.119
H  5.565  0.532  -0.201  0.101
C  -5.888  -1.547  4.079  0.086
N  -4.755  -2.480  4.491  -0.393
O  -4.459  -3.309  3.651  0.012
O  -4.196  -2.382  5.561  0.075
H  -5.666  -0.552  4.459  0.097
H  -6.759  -1.941  4.558  0.096
H  -5.862  -1.532  2.987  0.066
C  -3.923  2.989  2.488  0.054
N  -2.762  2.150  2.810  -0.413
O  -1.685  2.554  2.404  0.048
O  -2.971  1.107  3.393  0.068
H  -4.175  3.462  3.411  0.109
H  -4.654  2.361  2.061  0.062
H  -3.462  3.676  1.752  0.073
C  4.500  -2.999  -2.638  0.083
N  5.413  -1.882  -3.125  -0.424
O  6.063  -2.037  -4.109  0.084
O  5.498  -0.925  -2.378  0.036
H  4.625  -2.937  -1.601  0.033
H  4.869  -3.930  -3.031  0.103
H  3.546  -2.773  -3.085  0.077
C  4.030  3.893  2.221  0.066
N  2.926  2.973  1.862  -0.426
O  3.084  1.774  1.886  0.055
O  1.870  3.479  1.528  0.035
H  3.475  4.616  2.848  0.110
H  4.250  4.422  1.318  0.083
H  4.833  3.299  2.688  0.090
C  0.133  5.138  -0.992  0.051
N  1.379  4.760  -1.702  -0.440
O  2.336  5.431  -1.468  0.082
O  1.446  3.739  -2.332  0.055
H  0.375  5.987  -0.373  0.095
H  -0.237  4.266  -0.468  0.092
H  -0.579  5.358  -1.743  0.053
C  4.508  -0.541  -6.679  0.077
N  3.156  -0.945  -6.079  -0.380
O  3.208  -2.013  -5.446  0.031
O  2.119  -0.296  -6.255  0.032
H  4.793  0.390  -6.159  0.092
H  4.266  -0.309  -7.747  0.115
H  5.170  -1.385  -6.475  0.087
C  -4.280  5.938  0.335  0.055
N  -4.234  4.652  -0.406  -0.424
O  -3.217  4.350  -0.961  0.056
O  -5.238  3.914  -0.370  0.038
H  -4.030  5.610  1.387  0.093
H  -5.307  6.305  0.279  0.111
H  -3.530  6.631  0.000  0.086
C  -1.144  -3.385  7.138  0.071
N  -0.156  -2.193  7.055  -0.408
O  0.329  -1.842  8.087  0.097
O  -0.073  -1.722  5.937  0.031
H  -1.305  -3.661  8.175  0.103
H  -0.854  -4.132  6.419  0.059
H  -2.054  -2.908  6.775  0.075
C  -0.105  -6.439  -2.338  0.068
N  1.109  -5.656  -1.933  -0.415
O  1.069  -4.499  -2.165  0.071
O  2.117  -6.264  -1.501  0.016
H  -0.955  -5.910  -1.938  0.078
H  -0.028  -7.463  -1.919  0.114
H  -0.166  -6.388  -3.416  0.098
C  4.008  2.059  -3.679  0.025
N  3.374  1.162  -2.697  -0.427
O  3.653  1.379  -1.556  0.069
O  2.528  0.375  -3.123  0.034
H  3.568  1.808  -4.649  0.072
H  5.110  1.841  -3.653  0.123
H  3.865  3.078  -3.471  0.058
C  -4.650  -4.268  0.549  0.049
N  -3.698  -5.181  -0.156  -0.447
O  -3.005  -5.874  0.546  0.061
O  -3.765  -5.258  -1.367  0.055
H  -5.583  -4.648  0.243  0.096
H  -4.445  -3.294  0.043  0.075
H  -4.489  -4.247  1.619  0.067
C  6.040  0.618  5.955  0.056
N  5.841  0.701  4.481  -0.435
O  5.243  -0.236  3.979  0.042
O  6.220  1.689  3.913  0.070
H  6.477  -0.336  6.202  0.098
H  5.016  0.752  6.371  0.097
H  6.638  1.414  6.320  0.084
C  -1.255  -0.744  -8.274  0.063
N  -2.108  -0.490  -7.067  -0.399
O  -1.635  0.222  -6.179  0.019
O  -3.241  -0.899  -7.026  0.055
H  -1.532  -1.601  -8.866  0.100
H  -0.227  -0.775  -7.999  0.077
H  -1.418  0.183  -8.876  0.109
C  2.535  -6.615  1.663  0.085
N  1.820  -5.303  1.793  -0.445
O  0.787  -5.290  1.237  0.077
O  2.270  -4.404  2.482  0.044
H  1.706  -7.238  2.061  0.123
H  3.434  -6.507  2.207  0.085
H  2.553  -6.813  0.591  0.072
C  -5.018  1.720  -6.106  0.103
N  -5.257  1.317  -4.640  -0.425
O  -5.743  0.246  -4.406  0.058
O  -5.012  2.172  -3.814  0.051
H  -4.241  2.459  -6.077  0.068
H  -6.029  2.126  -6.214  0.113
H  -4.841  0.797  -6.614  0.067
C  -4.385  -2.645  -4.678  0.047
N  -3.890  -2.126  -3.396  -0.366
O  -4.437  -2.365  -2.314  0.047
O  -2.970  -1.265  -3.486  -0.005
H  -3.551  -2.430  -5.406  0.085
H  -5.260  -2.021  -4.826  0.084
H  -4.734  -3.712  -4.566  0.131
C  -3.380  5.199  -3.788  0.033
N  -2.955  6.441  -3.100  -0.450
O  -1.809  6.751  -3.068  0.087
O  -3.911  7.104  -2.696  0.042
H  -4.193  4.773  -3.161  0.090
H  -2.491  4.587  -3.821  0.071
H  -3.767  5.522  -4.747  0.111
C  -5.963  0.499  -0.917  0.070
N  -5.790  -0.283  0.352  -0.427
O  -5.997  -1.460  0.389  0.076
O  -5.385  0.362  1.292  0.037
H  -5.993  1.584  -0.658  0.093
H  -6.937  0.191  -1.249  0.097
H  -5.174  0.168  -1.611  0.086
C  0.126  5.718  3.449  0.081
N  -1.239  5.853  2.746  -0.397
O  -1.226  6.355  1.662  0.069
O  -2.229  5.354  3.265  0.035
H  -0.081  6.216  4.364  0.086
H  0.850  6.320  2.925  0.092
H  0.449  4.690  3.615  0.053

The charge is +1. The orbital gap is 10.44 eV. Its spin multiplicity is 1.


2.
The following is a quantum chemistry calculation of a structure of composition C3H4N2O2, from OMol25.

Last column: Löwdin charge in e.
Atoms and positions in Å:
O  -2.352  0.733  -0.356  0.097
C  -1.109  0.232  -0.315  -0.497
N  -0.013  0.998  -0.311  0.184
C  1.004  0.125  -0.349  -0.404
O  2.283  0.533  -0.349  0.087
C  0.543  -1.195  -0.393  -0.092
N  -0.934  -1.097  -0.303  0.076
H  -2.285  1.699  -0.369  0.118
H  2.262  1.503  -0.332  0.120
H  1.032  -2.118  -0.105  0.122
H  -0.341  -1.422  -1.328  0.189

Its relative energy (zero: lowest compared OMol25 entry of this formula, charge and spin) is 310.9 kJ/mol. The orbital gap is 9.42 eV. Its spin multiplicity is 1.


3.
The following is a quantum chemistry calculation of an isolated molecule of C5H10FN, from OMol25.

Last column: Löwdin charge in e.
Atoms and positions in Å:
C  0.148  -1.297  1.276  -0.112
C  0.344  -0.692  -0.059  -0.325
C  -0.013  0.478  -0.637  -0.156
C  -0.970  1.344  -0.116  -0.282
N  -0.696  2.885  -0.143  -0.018
C  1.102  -1.747  -0.997  -0.078
F  2.279  -2.245  -0.225  -0.149
H  1.221  -1.090  1.923  0.150
H  -0.004  -2.520  1.150  0.118
H  -0.973  -0.856  1.759  0.132
H  0.435  0.786  -1.638  0.146
H  -1.725  1.129  -0.919  0.126
H  -1.477  1.231  0.994  0.155
H  -1.592  3.404  0.102  0.084
H  -0.006  3.132  0.483  0.004
H  0.475  -2.661  -1.056  0.114
H  1.452  -1.283  -1.895  0.091

Its relative energy (zero: lowest compared OMol25 entry of this formula, charge and spin) is 330.7 kJ/mol. The orbital gap is 10.00 eV. Its structure (SMILES) is C/C(=C\CN)CF. Its spin multiplicity is 1.


4.
The following is a quantum chemistry calculation of an isolated molecule of C5H10N2O2, from OMol25.

Last column: Löwdin charge in e.
Atoms and positions in Å:
C  0.180  2.132  -1.882  0.031
C  0.168  1.316  -0.826  -0.445
N  -0.406  1.669  0.416  0.093
N  0.651  0.016  -0.875  0.074
C  0.543  -0.937  0.144  -0.270
C  1.600  -1.629  0.562  0.072
C  -0.916  -1.410  0.566  -0.444
O  -1.928  -0.521  0.321  -0.020
O  -0.852  -1.794  1.914  -0.009
H  -0.176  3.142  -1.809  0.043
H  0.539  1.799  -2.837  0.047
H  -0.585  2.660  0.497  0.112
H  0.138  1.301  1.194  0.118
H  1.425  -0.115  -1.511  0.144
H  1.490  -2.439  1.259  0.063
H  2.596  -1.415  0.209  0.062
H  -1.117  -2.301  -0.058  0.153
H  -1.595  0.432  0.476  0.074
H  -1.754  -1.905  2.238  0.101

Its relative energy (zero: lowest compared OMol25 entry of this formula, charge and spin) is 221.1 kJ/mol. The orbital gap is 8.82 eV. Its structure (SMILES) is C=C(N)NC(=C)C(O)O. Its spin multiplicity is 1.


5.
The following is a quantum chemistry calculation of a cluster of 2 separate species, C4H10N2O2 in total, from OMol25.

Last column: Löwdin charge in e.
Atoms and positions in Å:
C  0.088  -1.294  0.858  -0.245
N  -0.260  -2.434  0.105  0.224
C  -0.394  2.630  1.112  -0.494
O  0.036  2.938  -0.023  -0.069
O  -0.915  1.527  1.631  -0.107
C  1.204  -0.608  -0.003  -0.171
N  0.768  -0.447  -1.414  -0.034
C  -0.573  0.320  -1.558  -0.074
H  0.436  -1.487  1.831  0.108
H  -0.806  -0.614  1.002  0.158
H  -0.683  -3.153  0.699  0.080
H  -0.230  3.460  1.824  0.118
H  1.543  0.325  0.463  0.124
H  2.069  -1.220  -0.093  0.098
H  0.698  -1.374  -1.777  0.074
H  -0.589  1.306  -0.918  0.079
H  -0.894  0.432  -2.537  0.031
H  -1.499  -0.306  -1.202  0.099

Its relative energy (zero: lowest compared OMol25 entry of this formula, charge and spin) is 816.3 kJ/mol. The orbital gap is 4.17 eV. Its spin multiplicity is 1.


6.
The following is a quantum chemistry calculation of a cluster of 2 separate species, C4H10NO2 in total, from OMol25.

Last column: Löwdin charge in e.
Atoms and positions in Å:
O  0.187  0.642  0.340  0.243
C  -0.220  0.104  -0.640  -0.446
O  0.541  -0.581  -1.564  0.162
C  -1.657  0.080  -0.936  0.263
C  -2.603  0.614  0.010  -0.130
C  -2.835  -0.358  1.228  0.006
N  5.686  0.218  0.397  0.008
H  -0.133  -1.176  -1.943  0.123
H  -1.889  -0.174  -1.972  0.169
H  -3.569  0.845  -0.432  0.142
H  -2.148  1.510  0.460  0.173
H  -3.252  -1.278  0.813  0.094
H  -3.586  -0.008  1.933  0.105
H  -1.916  -0.579  1.765  0.095
H  5.956  -0.712  0.708  0.007
H  4.940  0.129  -0.263  -0.016
H  6.499  0.724  0.097  0.001

Its relative energy (zero: lowest compared OMol25 entry of this formula, charge and spin) is 463.2 kJ/mol. The charge is +1. The orbital gap is 2.68 eV. Its spin multiplicity is 1.


7.
The following is a quantum chemistry calculation of an isolated molecule of C19H14ClFN4O, from OMol25.

Last column: Löwdin charge in e.
Atoms and positions in Å:
C  4.386  0.693  -2.823  -0.074
O  4.516  -0.635  -3.341  -0.079
C  3.476  -1.500  -3.118  -0.173
C  3.487  -2.683  -3.824  0.000
C  2.352  -3.590  -3.797  -0.019
C  1.225  -3.293  -3.048  -0.234
C  0.083  -4.247  -3.038  -0.045
N  1.185  -2.091  -2.343  -0.011
N  0.159  -1.632  -1.607  0.174
C  0.647  -0.516  -1.129  -0.333
C  -0.108  0.364  -0.206  0.018
C  -1.331  0.013  0.321  -0.015
C  -1.939  0.791  1.418  -0.266
C  -3.057  0.230  2.035  -0.043
C  -3.563  0.797  3.192  -0.572
Cl  -4.928  -0.001  3.909  0.722
C  -2.976  1.932  3.694  -0.202
C  -3.452  2.545  4.851  -0.052
C  -2.886  3.746  5.245  -0.062
C  -1.819  4.304  4.504  0.001
C  -1.315  3.736  3.336  -0.187
F  -0.340  4.311  2.596  0.086
C  -1.928  2.527  2.957  -0.155
N  -1.434  1.940  1.854  0.177
N  1.913  -0.208  -1.561  0.169
C  2.223  -1.200  -2.328  -0.198
H  3.495  1.173  -3.216  0.088
H  4.354  0.745  -1.747  0.081
H  5.249  1.250  -3.152  0.085
H  4.413  -2.878  -4.389  0.125
H  2.458  -4.465  -4.397  0.098
H  -0.877  -3.728  -3.269  0.091
H  -0.042  -4.674  -2.037  0.083
H  0.245  -5.084  -3.733  0.083
H  0.396  1.270  0.176  0.116
H  -1.831  -0.879  -0.022  0.100
H  -3.521  -0.669  1.668  0.104
H  -4.270  2.089  5.439  0.100
H  -3.283  4.297  6.106  0.112
H  -1.362  5.221  4.821  0.108

Its relative energy (zero: lowest compared OMol25 entry of this formula, charge and spin) is 136.2 kJ/mol. The orbital gap is 7.47 eV. Its structure (SMILES) is COc1ccc(C)n2nc(/C=C/c3cc(Cl)c4cccc(F)c4n3)nc12. Its spin multiplicity is 1.


8.
The following is a quantum chemistry calculation of an isolated molecule of C19H17F3N2O2S2, from OMol25.

Last column: Löwdin charge in e.
Atoms and positions in Å:
C  1.321  -4.345  4.681  -0.062
C  -0.168  -4.275  4.373  -0.216
O  -0.437  -3.393  3.285  -0.013
C  -0.525  -2.087  3.572  -0.454
O  -0.405  -1.637  4.687  0.106
C  -0.799  -1.263  2.374  -0.129
C  -0.877  -1.807  1.095  0.004
C  -1.134  -1.004  0.004  -0.031
C  -1.324  0.366  0.175  -0.239
N  -1.518  1.243  -0.883  0.068
C  -1.673  0.977  -2.223  -0.793
S  -2.545  -0.284  -2.817  0.738
N  -1.111  1.899  -3.051  -0.130
C  -1.280  1.783  -4.487  -0.274
C  -0.694  3.039  -5.094  -0.423
S  0.827  3.334  -4.142  0.953
C  -0.006  2.731  -2.610  -0.463
C  0.967  1.984  -1.736  -0.132
C  1.528  0.768  -2.125  -0.222
F  1.223  0.264  -3.325  0.094
C  2.376  0.042  -1.310  0.084
C  2.682  0.555  -0.063  -0.261
F  3.494  -0.136  0.742  0.090
C  2.167  1.762  0.378  0.077
C  1.321  2.447  -0.472  -0.230
F  0.778  3.599  -0.038  0.080
C  -1.239  0.915  1.457  -0.014
C  -0.982  0.109  2.542  -0.004
H  1.496  -5.069  5.471  0.076
H  1.677  -3.372  5.008  0.075
H  1.875  -4.645  3.794  0.077
H  -0.719  -3.929  5.254  0.121
H  -0.551  -5.246  4.052  0.123
H  -0.730  -2.867  0.959  0.120
H  -1.192  -1.437  -0.981  0.056
H  -1.460  2.219  -0.623  0.141
H  -0.762  0.888  -4.854  0.113
H  -2.345  1.679  -4.711  0.104
H  -1.352  3.900  -4.974  0.080
H  -0.427  2.916  -6.139  0.081
H  -0.373  3.622  -2.082  0.118
H  2.781  -0.899  -1.643  0.137
H  2.404  2.150  1.354  0.137
H  -1.374  1.979  1.591  0.116
H  -0.917  0.522  3.537  0.121

Its relative energy (zero: lowest compared OMol25 entry of this formula, charge and spin) is 0.7 kJ/mol. The orbital gap is 8.65 eV. Its structure (SMILES) is CCOC(=O)c1ccc(NC(=S)N2CCS[C@@H]2c2c(F)cc(F)cc2F)cc1. Its spin multiplicity is 1.